Entry 1:
22
Properties=species:S:1:pos:R:3 method="wB97M-V/def2-TZVPD" de_lowest_kj_mol=0.0 total_charge=+1 e_homo_ev=-12.3
N -1.04 1.37 -0.41
N -1.64 3.39 0.01
C 0.33 -2.44 1.27
C -2.40 2.97 -1.05
C -0.81 2.41 0.40
C -2.01 1.68 -1.32
C 1.27 -2.34 -0.96
C 1.35 -1.60 1.73
C 0.30 -2.81 -0.08
C 2.28 -1.50 -0.49
C 2.32 -1.13 0.85
H 1.37 -1.32 2.79
H -0.54 0.47 -0.34
H 1.24 -2.62 -2.02
H -1.69 4.32 0.46
H -2.35 0.98 -2.08
H 3.05 -1.12 -1.18
H 3.12 -0.47 1.22
H -0.09 2.46 1.22
H -0.50 -3.47 -0.45
H -0.43 -2.82 1.96
H -3.14 3.61 -1.53


Entry 2:
23
Properties=species:S:1:pos:R:3 method="wB97M-V/def2-TZVPD" de_lowest_kj_mol=517.9 total_charge=0 e_homo_ev=-7.8
N -1.29 -1.28 2.08
N 0.92 1.72 1.04
N -1.03 -0.08 -0.54
C -0.34 -1.12 -0.18
C -0.47 2.48 -0.77
C 1.06 -0.66 1.88
C -0.29 -1.07 1.32
C 0.56 -2.01 -0.96
C -1.25 0.46 -1.78
C 1.14 0.87 1.95
C -1.03 1.79 -1.97
C 0.46 1.62 -0.29
H -0.72 3.48 -0.45
H 1.14 0.96 -1.02
H 1.75 -1.21 1.17
H -1.36 2.35 -2.86
H -1.82 -0.22 -2.44
H 1.46 -2.31 -0.50
H 0.72 -1.48 -1.92
H -2.20 -1.35 1.60
H -0.02 -3.03 -1.13
H 1.24 -1.20 2.82
H 1.38 1.31 2.95


Entry 3:
24
Properties=species:S:1:pos:R:3 method="wB97M-V/def2-TZVPD" de_lowest_kj_mol=173.5 total_charge=0 e_homo_ev=-7.8 smiles="COc1cccc2c1CNC(N)=N2"
O 2.34 -1.30 0.18
N -3.97 -0.38 -0.17
N -2.06 0.90 0.20
N -1.81 -1.35 -0.42
C -2.57 -0.26 -0.06
C 1.58 -0.14 -0.01
C 3.75 -1.19 -0.16
C 2.16 1.11 0.02
C 0.02 2.24 -0.03
C -0.50 -1.61 0.26
C -0.71 0.96 0.11
C 0.12 -0.19 0.10
C 1.33 2.26 -0.03
H 4.33 -0.44 0.53
H -4.31 -0.94 0.68
H 4.04 -0.99 -1.32
H 3.15 1.36 -0.23
H -4.31 0.65 -0.11
H 1.74 3.24 -0.34
H -2.39 -2.27 -0.42
H 4.14 -2.19 0.03
H 0.01 -2.59 -0.13
H -0.60 -1.91 1.39
H -0.69 3.19 0.04


Entry 4:
26
Properties=species:S:1:pos:R:3 method="wB97M-V/def2-TZVPD" de_lowest_kj_mol=158.2 total_charge=0 e_homo_ev=-8.8 smiles="C/C=N/N1CNc2ccccc2S1(=O)=O"
S 1.53 0.06 0.74
O 2.61 0.99 0.77
O 1.73 -1.17 1.46
N -0.39 1.71 -1.04
N -0.77 0.71 2.01
N 0.28 1.00 1.32
C 0.29 -0.94 -3.38
C -2.21 -0.60 3.48
C 1.05 -0.26 -0.90
C -0.91 -0.37 2.72
C 1.32 -1.66 -2.80
C 0.07 0.56 -1.57
C 1.57 -1.37 -1.44
C 0.04 2.21 0.26
C -0.35 0.06 -2.77
H 2.29 -1.95 -0.91
H -1.23 0.60 -3.32
H -0.17 -1.11 2.61
H -0.58 2.97 0.67
H -2.20 -0.47 4.60
H 1.70 -2.50 -3.50
H 1.08 2.65 0.15
H -2.50 -1.71 3.35
H -2.84 0.02 2.99
H 0.01 -1.13 -4.39
H -1.43 1.69 -1.09